# 1
Computed, not measured: the molecule C4H5NO, with ωB97M-V/def2-TZVPD.

Structure (XYZ):
```
11
Properties=species:S:1:pos:R:3
C -1.200 -0.274 -0.509
H 2.275 -0.379 -0.158
C -0.996 0.797 0.444
H -1.491 -0.250 -1.555
H 1.175 0.693 -1.196
C 0.358 0.162 0.840
H -0.721 -1.587 -0.061
O -1.583 1.773 0.847
N 0.169 -0.898 -0.145
H 0.730 -0.062 1.837
C 1.282 0.025 -0.344
```

- HOMO-LUMO gap (eV) = 9.282
- charge = 0
- LUMO energy (eV) = 0.8216
- SMILES = [O-]C1=C[N@H+]2C[C@@H]12


# 2
Computed, not measured: a cluster of 2 separate species, C2H2Cl2S in total, with ωB97M-V/def2-TZVPD.

Structure (XYZ):
```
7
Properties=species:S:1:pos:R:3
C -0.177 -0.365 1.115
S -0.142 0.827 2.195
H 0.227 -1.438 1.015
H -0.975 -0.476 -1.281
Cl -0.207 1.898 -0.954
Cl 1.390 -0.593 -1.211
C -0.115 0.148 -0.880
```

- HOMO-LUMO gap (spin up / spin down) (eV) = 7.909 / 7.909
- charge = 0
- LUMO energy (spin up / spin down) (eV) = -0.7448 / -0.7444


# 3
Computed, not measured: a structure of composition C12H14ClNO9P2RuS, with ωB97M-V/def2-TZVPD.

Structure (XYZ):
```
41
Properties=species:S:1:pos:R:3
H -3.460 -2.351 -2.977
C 0.448 3.176 -0.958
C -2.637 -2.668 -2.347
C -0.573 -2.136 -1.180
H 3.059 -1.563 3.123
C 0.891 3.995 -1.936
O 2.698 -1.016 3.834
H -1.399 -5.423 -0.858
O 0.441 -1.331 -0.803
C -2.564 -3.976 -1.928
O -1.086 0.548 -2.269
H -1.057 -1.922 4.203
C 1.552 -0.316 3.402
H 0.662 5.039 -2.079
H -0.207 3.437 -0.141
S 1.926 3.140 -2.999
C -1.662 -1.741 -1.981
O 2.259 0.133 0.804
C 1.728 1.729 -2.083
H -2.576 -0.299 -3.312
H 1.328 -2.294 0.906
O -0.333 -2.335 3.714
O 1.230 -2.537 1.851
H 2.190 0.786 -2.328
H 0.348 -3.829 -0.237
H 0.013 0.894 4.353
C -1.786 -0.404 -2.549
H 0.734 -0.378 5.386
C -0.503 -3.482 -0.807
H 3.474 2.455 2.191
P 0.358 -1.476 2.609
P 1.934 0.917 2.100
O 3.109 1.737 2.726
H 1.642 1.088 5.022
C 0.932 0.369 4.618
C -1.477 -4.388 -1.163
Ru 0.334 0.348 0.167
Cl -3.794 -5.105 -2.373
O -0.595 -0.741 1.697
O 0.692 1.740 1.747
N 0.931 1.892 -1.054
```

- HOMO-LUMO gap (spin up / spin down) (eV) = 7.394 / 6.916
- ⟨S²⟩ = 0.75
- charge = +1
- 2S+1 = 2
- LUMO energy (spin up / spin down) (eV) = -3.9154 / -4.5209


# 4
Computed, not measured: the molecule H4O2P2, with ωB97M-V/def2-TZVPD.

Structure (XYZ):
```
8
Properties=species:S:1:pos:R:3
O 1.039 1.347 0.620
O 0.792 -1.404 0.107
H -1.622 -1.187 -0.347
H -1.971 0.797 -1.156
H 0.992 -1.231 1.065
P -1.576 0.153 0.056
P 0.405 -0.037 -0.612
H 1.940 1.563 0.266
```

- HOMO-LUMO gap (eV) = 9.586
- charge = 0
- LUMO energy (eV) = 0.6407
- SMILES = OP(O)#[PH2]


# 5
Computed, not measured: the ion C5H9N5 with charge +2, with ωB97M-V/def2-TZVPD.

Structure (XYZ):
```
19
Properties=species:S:1:pos:R:3
H -1.396 -2.781 1.104
H 1.804 1.860 0.988
N 1.991 0.469 -1.465
N -0.682 -1.400 -0.932
H 0.373 2.099 1.891
C 0.587 0.726 -1.227
C -1.620 -1.766 1.364
H 0.119 1.370 -1.898
N 0.230 -0.838 -1.435
H 2.972 -1.257 -2.167
C 0.761 2.199 0.836
C 2.256 -0.662 -1.843
N 0.138 1.088 0.130
H -0.962 -1.416 2.109
H -2.346 -0.624 -0.248
H -2.726 -1.908 1.736
C -1.373 -0.779 0.165
N -0.729 0.358 0.638
H 0.604 3.261 0.252
```

- HOMO-LUMO gap (eV) = 9.025
- charge = +2
- LUMO energy (eV) = -10.5175
- SMILES = C#[N+][C@H]1N=N[C@@H](C)N=[N+]1C


# 6
Computed, not measured: a cluster of 2 separate species, C3H9NO2S in total, with ωB97M-V/def2-TZVPD.

Structure (XYZ):
```
16
Properties=species:S:1:pos:R:3
H 0.493 -1.622 -1.796
N 0.781 -0.664 -1.863
S 0.900 0.563 2.397
H 0.410 2.186 -1.167
H 1.356 -0.341 -2.626
O -1.427 -2.754 -1.335
C 0.445 1.383 -0.365
C -0.106 0.183 -1.186
O -1.336 -0.103 -1.031
H -1.087 1.034 1.064
H -0.305 2.536 1.322
H 1.561 1.145 -0.180
C -0.110 1.476 1.069
H 1.877 0.162 1.617
H -1.615 -3.028 -0.390
H -1.831 -1.832 -1.338
```

- HOMO-LUMO gap (eV) = 10.051
- charge = 0
- LUMO energy (eV) = 0.7085
- SMILES = NC(=O)CCS.O


# 7
Computed, not measured: the molecule C12H25N, with ωB97M-V/def2-TZVPD.

Structure (XYZ):
```
38
Properties=species:S:1:pos:R:3
H 1.001 1.566 -1.268
H -0.321 -1.127 -0.455
C 0.520 -1.554 1.462
H -0.762 1.218 -0.032
H 0.954 0.344 -3.583
C -3.103 0.655 0.892
H -0.447 0.370 -2.582
H 1.937 0.608 0.477
H 3.572 1.156 -1.326
H -1.206 -0.384 3.358
H 0.571 -0.965 -2.536
C 0.604 0.088 -2.634
H -3.367 1.884 2.577
H 1.967 -1.118 -0.407
H -3.243 0.748 -0.153
C 1.435 -0.101 -0.236
H -4.278 2.357 1.162
H -2.475 2.733 1.282
H 2.624 1.776 -2.694
C -0.579 0.533 0.791
C -1.715 -0.847 2.498
C -3.290 2.035 1.540
N -1.853 0.008 1.246
H -0.062 1.095 1.545
C 1.394 0.682 -1.496
C -0.688 -2.026 2.163
C 0.231 -0.607 0.343
C 2.750 0.903 -2.037
C 3.355 -0.290 -2.827
H 3.537 -1.074 -2.100
H -0.466 -2.545 3.047
H 1.228 -1.166 2.243
H -1.170 -2.713 1.508
H 2.711 -0.629 -3.638
H 0.856 -2.490 0.966
H 4.320 0.185 -3.209
H -2.693 -1.307 2.827
H -3.848 0.000 1.284
```

- HOMO-LUMO gap (eV) = 8.610
- charge = 0
- LUMO energy (eV) = 0.9662
- SMILES = CC[C@@H](C)C[C@H]1CCCN(CC)C1


# 8
Computed, not measured: a cluster of 2 separate species, C8H17BrFO2P in total, with ωB97M-V/def2-TZVPD.

Structure (XYZ):
```
30
Properties=species:S:1:pos:R:3
C -1.267 1.711 -1.514
Br 1.720 -0.947 -3.709
H 0.826 -0.171 -0.830
H 2.652 -1.216 0.874
H -0.277 3.599 -1.499
O -1.279 0.411 -1.133
H -1.125 1.783 1.223
C -2.040 0.138 0.086
H -2.266 0.814 2.076
C -1.464 0.761 1.350
H -0.680 -1.210 1.845
F -2.313 -2.779 0.048
H 1.640 0.199 2.509
H 1.150 -2.027 1.447
H 0.234 2.578 -0.182
C 0.978 -1.197 -0.533
H 1.769 -3.287 -1.975
H -3.071 0.432 -0.073
C 1.565 -1.192 0.907
O -2.140 2.150 -2.120
H 0.771 2.207 -1.791
H -0.014 -1.651 -0.556
H -1.974 -0.931 0.247
C -0.076 2.582 -1.219
H 1.191 0.956 1.025
C -0.422 -0.168 2.009
P 2.034 -1.926 -1.774
H 3.374 -1.704 -1.428
H -0.526 0.021 3.070
C 1.033 0.065 1.619
```

- HOMO-LUMO gap (eV) = 5.348
- charge = 0
- LUMO energy (eV) = -1.8048


# 9
Computed, not measured: a structure of composition C14H36ClF6NO14S2Y, with ωB97M-V/def2-TZVPD.

Structure (XYZ):
```
75
Properties=species:S:1:pos:R:3
H -0.010 0.911 -3.788
H -2.828 -0.017 2.530
O -5.728 -1.651 -2.745
F -7.972 0.725 -2.646
C 3.943 2.512 1.233
H 5.675 -2.846 -2.728
H 4.246 1.253 2.966
H -1.248 4.466 -0.723
O -5.155 0.607 -3.262
C -3.338 -2.917 -1.367
O -3.522 -1.445 0.906
H -0.369 -0.544 -3.286
H 4.855 -3.739 -4.157
C -1.577 1.306 3.212
C 3.549 -2.951 -2.603
F -2.716 -2.335 -2.481
H 3.282 3.284 1.627
H -2.990 2.688 4.204
H -1.009 2.091 2.712
H 3.810 -3.164 1.452
H 3.385 1.723 0.730
H -3.091 1.041 4.833
S -5.516 -0.330 -2.231
C 0.204 4.463 0.869
H -0.899 -0.105 -4.949
C 4.828 1.950 2.364
H -2.743 1.397 -4.090
H 5.175 2.700 3.075
C -2.180 0.725 -3.442
O 0.493 -2.076 1.024
F -7.961 -0.636 -0.940
H 0.195 3.564 -1.048
C 4.855 -2.915 -3.443
H 0.712 3.767 1.537
O 2.605 -2.160 -3.329
Cl 0.346 -0.938 0.178
C 3.747 -2.708 2.440
C -0.841 0.217 -3.909
C -0.516 3.805 -0.258
H 3.757 -2.617 -1.587
O 5.973 1.256 1.749
O -2.447 0.797 2.191
F -7.236 1.299 -0.788
O 0.907 0.244 0.822
H 3.152 -3.962 -2.510
H 6.629 1.861 1.394
H -1.609 2.345 -2.653
N -4.383 -0.081 -1.103
C 3.722 -3.794 3.560
H 4.720 -1.034 2.670
H 4.684 -4.270 3.374
S -4.356 -1.655 -0.277
C -7.251 0.275 -1.608
Y -3.018 1.330 -0.081
H 2.000 -1.902 -2.631
H 2.986 -4.591 3.451
F -2.435 -3.435 -0.542
H -2.859 -0.116 -3.307
H -0.347 1.912 0.617
O 4.934 -1.933 2.412
H 0.985 5.143 0.527
C -2.412 1.790 4.425
O -2.066 1.571 -2.314
H 3.856 -3.391 4.563
F -4.174 -3.896 -1.715
H -0.413 5.022 1.573
H -0.998 0.466 3.594
H 4.542 2.999 0.463
H -1.792 2.084 5.272
O -0.996 2.521 0.256
O -1.029 -0.548 -0.055
H 4.952 -1.954 -3.949
O -5.666 -2.278 0.160
H 2.901 -2.046 2.627
O 1.088 -1.131 -1.050
```

- HOMO-LUMO gap (eV) = 5.393
- charge = +1
- LUMO energy (eV) = -5.8365


# 10
Computed, not measured: the ion C10H12N3O2PS with charge +2, with ωB97M-V/def2-TZVPD.

Structure (XYZ):
```
29
Properties=species:S:1:pos:R:3
C -0.514 0.032 1.279
H 2.198 -1.972 -5.138
H 2.937 1.542 -3.536
C 0.549 1.077 -2.175
H 1.042 1.212 2.211
N -1.647 0.028 3.772
H -3.188 -0.156 4.993
H -0.016 1.123 4.446
C 0.082 0.011 -0.090
C -0.474 0.655 3.584
H 0.510 1.921 -2.854
C -1.728 -0.617 1.511
H 0.758 -2.043 0.021
O 2.802 1.022 -4.338
C 0.682 -1.147 -0.582
H -2.252 -1.129 0.714
S 0.225 0.158 -5.544
O 2.415 -1.462 -4.339
H -3.201 -1.112 3.009
N 1.106 -0.062 -2.638
P 1.673 -0.074 -4.356
H -0.422 2.066 -0.577
C -2.273 -0.609 2.770
C 1.190 -1.154 -1.857
C 0.106 0.686 2.343
H -2.070 0.911 5.485
N -2.184 -0.011 5.069
H 1.660 -2.035 -2.270
C 0.033 1.142 -0.911
```

- HOMO-LUMO gap (eV) = 7.646
- charge = +2
- LUMO energy (eV) = -7.7639


# 11
Computed, not measured: the ion C3H7NO3PS with charge -1, with ωB97M-V/def2-TZVPD.

Structure (XYZ):
```
16
Properties=species:S:1:pos:R:3
H 1.938 1.600 -0.639
H 2.393 0.465 0.635
C -2.505 -1.689 -0.276
H -1.909 -1.375 -1.070
O -2.851 1.489 -1.474
N -2.812 -2.834 0.054
C 0.296 1.024 0.553
H 0.249 2.131 0.888
S -3.141 -0.424 0.809
H -2.301 -3.569 -0.601
H 0.306 0.471 1.490
C 1.671 0.726 -0.056
O -2.112 2.400 0.850
P -2.175 1.314 -0.152
H 1.672 -0.214 -0.533
O -0.657 0.671 -0.418
```

- HOMO-LUMO gap (eV) = 8.501
- charge = -1
- LUMO energy (eV) = 3.5768
- SMILES = [H]/N=C/S[P@](=O)([O-])OCC


# 12
Computed, not measured: a structure of composition C42H48N6O2PSi2Sr, with ωB97M-V/def2-TZVPD.

Structure (XYZ):
```
102
Properties=species:S:1:pos:R:3
H 16.591 22.921 10.410
H 10.465 17.712 11.858
H 11.779 19.717 6.328
C 12.033 15.243 10.330
H 18.999 15.061 10.991
C 16.758 21.849 10.631
C 9.076 18.146 10.288
H 15.783 9.356 12.391
C 17.743 20.231 12.091
C 11.282 14.140 10.568
C 12.451 9.991 12.192
H 10.601 21.033 14.810
H 14.874 21.189 12.533
C 21.001 15.628 10.538
C 16.422 17.499 15.579
C 11.876 15.516 13.947
N 12.355 15.821 11.538
N 11.123 14.088 11.957
H 11.307 16.522 7.362
H 12.106 21.637 15.482
C 14.187 21.179 13.388
C 10.122 20.701 10.358
C 11.952 19.729 7.399
C 9.060 20.398 9.564
C 12.330 16.745 6.998
H 18.305 19.934 12.951
C 11.677 20.922 14.789
H 19.739 16.988 13.753
H 13.757 13.049 12.911
H 22.255 18.743 10.695
C 16.232 20.855 9.810
H 10.738 13.437 9.916
H 12.941 15.856 7.123
C 8.495 19.134 9.504
H 10.592 13.219 13.774
N 11.754 19.849 12.084
C 20.270 18.213 11.174
H 13.592 8.157 11.858
P 17.535 17.395 11.655
H 15.759 11.804 12.796
C 17.296 19.193 11.295
C 19.305 17.197 11.233
H 19.993 19.225 11.439
H 15.197 19.549 7.225
H 8.620 21.186 8.946
C 14.801 11.253 12.718
H 8.696 17.115 10.253
H 17.881 22.338 12.379
C 18.761 17.051 14.227
C 10.708 19.709 11.217
C 21.961 16.646 10.436
N 11.172 11.721 12.452
C 14.729 18.645 6.919
C 10.523 12.991 12.711
H 10.580 21.675 10.356
C 13.627 9.206 12.176
N 10.392 10.678 12.077
Si 13.090 18.293 7.821
H 16.102 18.733 9.553
H 12.356 16.474 13.971
C 13.673 11.988 12.792
H 15.431 17.860 7.150
C 10.103 18.430 11.155
H 7.596 18.969 8.912
C 17.492 21.529 11.750
H 12.355 20.713 7.662
C 19.680 15.909 10.904
Si 12.318 21.157 13.029
H 12.189 23.650 13.049
H 22.963 16.451 10.161
H 12.335 15.722 9.426
C 18.757 16.969 15.629
H 19.643 16.789 16.196
H 11.916 19.888 15.137
C 11.777 22.863 12.429
C 15.212 17.812 13.475
C 14.808 9.871 12.453
H 10.992 19.692 7.858
H 12.061 23.020 11.393
H 15.476 17.733 16.060
H 12.255 16.947 5.920
H 14.369 22.114 13.955
H 10.891 15.600 14.331
C 17.556 17.230 16.288
H 9.486 12.815 12.464
N 11.112 9.625 11.936
H 15.684 21.073 8.856
C 11.843 15.102 12.491
O 14.146 17.721 14.128
C 16.446 17.551 14.191
H 17.529 17.248 17.373
H 21.262 14.607 10.286
C 17.633 17.298 13.497
Sr 13.560 18.190 11.596
C 21.558 17.959 10.722
O 13.449 17.936 9.350
C 16.525 19.526 10.178
H 10.681 22.857 12.451
C 12.451 11.329 12.567
H 14.643 18.731 5.845
H 14.498 20.391 14.069
H 12.511 14.798 14.523
```

- HOMO-LUMO gap (eV) = 6.100
- charge = -1
- LUMO energy (eV) = 2.0628


# 13
Computed, not measured: a cluster of 8 separate species, C5H26O7 in total, with ωB97M-V/def2-TZVPD.

Structure (XYZ):
```
38
Properties=species:S:1:pos:R:3
H -1.971 2.508 1.239
H 0.911 0.016 -2.953
H -2.732 3.444 -2.065
O 2.942 -1.228 3.753
C 0.787 -0.094 -1.880
H -4.228 0.123 -1.103
H 3.040 -1.595 2.878
O 0.104 2.744 4.092
O -3.397 -0.009 -1.566
O 0.605 -1.084 2.155
C 0.138 1.225 -1.315
H -0.609 1.013 -0.559
H 1.006 -2.723 -0.339
O 1.323 1.561 1.622
C 0.632 -2.642 -1.359
H -2.935 2.172 -1.370
H -0.551 -0.968 -0.680
H 2.582 -2.095 -2.241
H 1.473 -2.817 -3.403
H 0.925 1.761 -0.785
H -3.671 -0.187 -2.474
H -0.910 -1.495 -2.356
C 1.770 -2.813 -2.355
H 0.342 -1.970 2.271
H -0.118 -0.469 2.228
C -0.127 -1.348 -1.614
H -2.169 1.272 2.188
H 1.688 0.683 1.820
H -0.124 1.889 -2.136
H 1.617 -0.215 -1.186
O -2.602 3.060 -1.193
H -0.062 -3.487 -1.433
H 2.343 -3.736 -2.189
H 0.414 1.261 1.577
H 1.057 2.707 4.198
H -0.129 2.451 3.217
H 2.202 -0.622 3.730
O -1.566 1.707 1.586
```

- HOMO-LUMO gap (eV) = 10.293
- charge = 0
- LUMO energy (eV) = -0.0666
- SMILES = CCCCC.O.O.O.O.O.O.O


Number 1: strongest force on any atom 0.548 eV/Å. Number 2: strongest force on any atom 4.295 eV/Å. Number 3: strongest force on any atom 0.729 eV/Å. Number 4: strongest force on any atom 4.261 eV/Å. Number 5: strongest force on any atom 7.853 eV/Å. Number 6: strongest force on any atom 3.672 eV/Å. Number 7: strongest force on any atom 4.370 eV/Å. Number 8: strongest force on any atom 5.278 eV/Å. Number 9: strongest force on any atom 5.167 eV/Å. Number 10: strongest force on any atom 1.471 eV/Å. Number 11: strongest force on any atom 5.349 eV/Å. Number 12: strongest force on any atom 2.200 eV/Å. Number 13: strongest force on any atom 2.184 eV/Å.